1.
C5H15NOS | ωB97M-V/def2-TZVPD

Geometry as XYZ:
```
23
C5H15NOS, DFT ωB97M-V/def2-TZVPD
C 2.71419 0.79189 0.90692
N 2.40554 -0.52092 0.30885
C 1.06754 -0.64147 -0.29467
C -0.09743 -0.44656 0.68072
C -0.70610 0.96064 0.67434
C -1.90535 1.15400 -0.22003
S -1.66424 0.97200 -2.03672
H 2.27757 0.93589 1.89937
H 3.78924 0.92539 1.02241
H 2.34677 1.54340 0.21027
H 2.52651 -1.18309 1.06570
H 1.10146 -0.03900 -1.19850
H 1.07540 -1.67951 -0.65375
H 0.22045 -0.68683 1.69379
H -0.84550 -1.19056 0.37957
H -1.11488 1.09348 1.69614
H 0.06723 1.72655 0.71356
H -2.27202 2.18686 -0.16635
H -2.81862 0.61690 0.03534
H -0.74704 0.05963 -2.08477
O -2.65189 -2.51644 -1.40367
H -2.79335 -1.60008 -1.15851
H -1.97547 -2.46218 -2.06998
```

Calculated values
- Charge: 0
- SMILES: CNCCCCS.O
- Gap between HOMO and LUMO: 0.3521 Ha
- Energy relative to the best compared isomer or geometry (same formula, charge and spin): 25.0 kcal per mole
- Molar mass: 137.25 g mol⁻¹



2.
C27H31N3O2 | ωB97M-V/def2-TZVPD

Geometry as XYZ:
```
63
C27H31N3O2, DFT ωB97M-V/def2-TZVPD
C -7.57400 -0.28265 -0.70269
H -7.70193 0.27740 -1.68809
H -8.00343 0.24621 0.02276
H -7.92641 -1.33333 -0.94819
C -6.09367 -0.46782 -0.69100
C -5.55586 0.99810 -0.47547
C -4.34582 1.15281 -0.95042
C -3.65204 2.53377 -1.19140
C -4.29729 3.60141 -0.52434
C -5.44260 3.34829 0.15496
C -6.16035 2.35714 0.13995
H -7.16690 2.12936 0.49499
H -5.94356 4.03726 0.55384
H -3.73965 4.62921 -0.35576
H -2.67366 2.62652 -1.65974
H -3.84210 0.42133 -1.49235
H -5.60288 -1.03716 -1.27771
C -5.83632 -1.04668 0.87977
N -4.27648 -0.91351 0.99971
C -3.61688 -1.94650 0.65574
O -4.08734 -2.98748 -0.09694
C -2.24395 -1.66477 0.84579
C -1.27896 -2.24389 -0.17436
C 0.03121 -2.12143 -0.00179
C 0.64504 -1.21633 0.59179
C -0.12289 -0.78415 1.76867
C -1.55882 -1.16937 1.70441
H -2.15958 -0.37935 2.43419
H 0.15709 -0.25497 2.67871
O 1.99929 -1.17670 1.08985
C 2.93912 -1.49208 0.03103
C 4.25601 -1.55387 0.64803
C 5.43006 -1.88176 -0.18886
N 5.38369 -1.29133 -1.46158
C 4.07863 -1.24141 -2.07873
C 2.99383 -0.53477 -1.14226
H 2.03617 -0.81518 -1.89382
H 3.08789 0.32554 -0.62505
H 4.13546 -0.48990 -2.94751
H 3.81731 -2.07706 -2.32178
C 6.21342 0.01520 -1.25945
C 5.60636 1.17648 -0.12489
N 4.58040 1.81243 -0.57875
C 4.24472 2.59443 0.32455
C 4.84696 2.99080 1.42975
C 6.23194 2.09524 1.74635
C 6.56361 1.12528 0.85485
H 7.48547 0.47360 1.01738
H 6.65417 2.37126 2.57675
H 4.46883 3.72699 2.26171
H 3.44060 3.36076 -0.00790
H 7.21702 -0.11347 -1.34059
H 6.19201 0.61417 -2.50077
H 6.44094 -1.90372 0.36989
H 5.38156 -3.04415 -0.36538
H 4.47577 -0.41455 1.34573
H 4.27589 -2.25967 1.56662
H 2.64041 -2.64493 -0.12764
H 0.74430 -2.55076 -0.89662
H -1.55932 -2.98831 -0.71130
H -3.89233 -0.20880 1.21067
H -6.09048 -2.03780 0.84561
H -6.24974 -0.47137 1.55906
```

Calculated values
- Charge: 0
- Gap between HOMO and LUMO: 0.3099 Ha
- Energy relative to the best compared isomer or geometry (same formula, charge and spin): 536.3 kcal per mole
- Molar mass: 429.56 g mol⁻¹



3.
C28H60N8O8 | ωB97M-V/def2-TZVPD

Geometry as XYZ:
```
104
C28H60N8O8, DFT ωB97M-V/def2-TZVPD
C -0.30830 -0.65545 0.81962
C -1.23350 -1.69735 0.87641
C -2.20045 -1.42741 1.81791
N -1.98680 -0.10963 2.14295
C -0.97542 0.39511 1.40696
H 0.62689 -0.57483 0.28547
H -1.14691 -2.62059 0.32277
H -2.97081 -2.06941 2.21888
H -2.60187 0.44599 2.72006
H -0.63564 1.41477 1.51295
C -4.47538 -1.41869 -4.70943
N -5.26921 -1.24529 -3.50743
C -6.60096 -1.10070 -3.58234
C -7.37633 -0.90450 -2.30835
O -7.22828 -1.23665 -4.65419
H -3.91584 -0.50421 -4.90627
H -5.09606 -1.73629 -5.54728
H -3.61002 -2.03862 -4.47505
H -4.77624 -0.88091 -2.70474
H -8.35546 -1.37011 -2.42067
H -7.63612 0.15269 -2.25385
H -6.77817 -1.23868 -1.46063
C 1.96279 9.19054 -5.56648
N 1.46174 7.77742 -5.48801
C 2.29145 6.74001 -5.15643
C 1.65785 5.39364 -4.95997
O 3.54654 6.85806 -5.08398
H 1.37157 9.84594 -6.20602
H 3.00666 9.30547 -5.85840
H 1.83067 9.63898 -4.58182
H 0.50112 7.71099 -5.18323
H 2.28127 4.66328 -5.47576
H 0.65666 5.27462 -5.37416
H 1.68246 5.19007 -3.88944
C 11.16357 -3.68560 2.50008
N 9.99806 -2.94402 2.08775
C 8.86043 -3.44070 1.65635
C 7.75868 -2.44182 1.31696
O 8.57291 -4.62732 1.49804
H 11.92720 -2.90942 2.44971
H 11.48012 -4.44132 1.78121
H 11.05131 -4.00300 3.53677
H 9.91310 -1.94247 2.18661
H 7.41211 -2.55585 0.28984
H 8.21247 -1.45078 1.32027
H 6.91499 -2.49042 2.00539
C 5.36671 -10.57598 4.05681
N 4.71139 -9.42257 3.51546
C 3.42437 -9.13013 3.68235
C 2.90594 -7.92090 2.92738
O 2.65218 -9.80069 4.39590
H 5.81969 -11.12056 3.22835
H 4.61663 -11.20978 4.52988
H 6.13106 -10.30672 4.78576
H 5.20225 -8.81034 2.87959
H 1.87511 -8.11159 2.62886
H 3.62060 -7.67797 2.14102
H 2.85904 -7.13350 3.67966
C -5.16565 11.20427 -3.58349
N -4.62439 10.64630 -2.39267
C -4.09845 9.43510 -2.30455
C -3.37459 9.14474 -1.02029
O -4.03857 8.61181 -3.22867
H -5.04257 10.64513 -4.51102
H -4.78339 12.20594 -3.78002
H -6.23635 11.26913 -3.38984
H -4.63836 11.23148 -1.56959
H -3.97408 9.31780 -0.12655
H -2.46551 9.74492 -1.05851
H -3.06675 8.10869 -1.16150
C -8.82902 0.16960 6.22436
N -8.13494 0.32958 7.48306
C -6.97122 0.94550 7.52965
C -6.20518 0.79194 8.78194
O -6.46842 1.57847 6.62513
H -8.25031 0.32682 5.31415
H -9.60212 0.93545 6.16203
H -9.41261 -0.74427 6.11313
H -8.49677 0.03456 8.37868
H -6.25344 -0.19601 9.23988
H -6.45503 1.48558 9.58477
H -5.14441 0.95414 8.59073
C -2.10492 -9.76200 -3.31481
N -1.16182 -9.57040 -4.38056
C -0.40125 -10.62248 -4.77422
C 0.40042 -10.45948 -6.13898
O -0.39223 -11.66284 -4.11704
H -1.74563 -10.33185 -2.45791
H -3.04611 -10.24605 -3.57549
H -2.39179 -8.85221 -2.78746
H -1.34473 -8.80395 -5.01238
H 0.47353 -9.39426 -6.35822
H -0.06783 -10.96741 -6.98210
H 1.42099 -10.84224 -6.13401
C 5.43041 8.66214 2.08871
C 4.59814 7.46499 2.20568
C 5.23452 6.17807 1.85154
O 3.40108 7.46232 2.56064
H 5.28251 9.14023 1.12039
H 6.49260 8.50514 2.27634
H 5.14215 9.36451 2.87081
H 6.30381 6.36813 1.75888
H 4.94029 5.73385 0.90064
H 5.11830 5.44419 2.64905
```

Calculated values
- Charge: 0
- SMILES: c1cc[nH]c1.CNC(C)=O.CNC(C)=O.CNC(C)=O.CNC(C)=O.CNC(C)=O.CNC(C)=O.CNC(C)=O.CC(C)=O
- Gap between HOMO and LUMO: 0.3186 Ha
- Energy relative to the best compared isomer or geometry (same formula, charge and spin): 99.9 kcal per mole
- Molar mass: 636.84 g mol⁻¹



4.
C3H12N2O3 | ωB97M-V/def2-TZVPD

Geometry as XYZ:
```
20
C3H12N2O3, DFT ωB97M-V/def2-TZVPD
C -2.57050 -0.20648 0.72047
C -1.20392 -0.09754 1.25539
C -0.02331 -0.01232 0.42712
N 0.02807 1.34457 -0.32776
O 0.18480 -0.95655 -0.60588
N -2.61859 -1.39249 -0.22257
H -3.10678 0.54972 0.14896
H -3.21711 -0.39404 1.57678
H 0.90871 -0.05200 1.00224
H -1.08157 -0.39843 2.30648
H 1.00402 1.64418 -0.29672
H -0.61273 2.01269 0.09494
H -1.99318 -1.13892 -0.99365
H -2.12565 -2.13315 0.27805
H 1.06259 -0.65519 -0.90046
H 2.88223 -0.12743 -2.69742
O 2.40290 0.32558 -2.00029
H 3.01209 0.53568 -0.69860
H 3.98900 0.48921 0.58764
O 3.07892 0.66291 0.34529
```

Calculated values
- Charge: 0
- Gap between HOMO and LUMO: 0.1362 Ha
- Energy relative to the best compared isomer or geometry (same formula, charge and spin): 159.4 kcal per mole
- Molar mass: 124.14 g mol⁻¹



5.
C5H6N2 | ωB97M-V/def2-TZVPD

Geometry as XYZ:
```
13
C5H6N2, DFT ωB97M-V/def2-TZVPD
C -1.86473 -0.67143 0.09027
C -0.40422 -0.69072 -0.16651
C 1.10437 0.89862 -0.21935
C 1.48907 -1.26446 -0.04330
C 0.77309 2.15085 -0.01164
N 0.25125 -1.67652 -0.61947
N 1.98194 -0.02817 -0.11322
H 2.10563 -2.04781 0.37731
H -2.04015 -1.02562 1.10948
H -2.39100 -1.34282 -0.59679
H -2.26590 0.33840 0.01462
H -0.07594 2.59956 -0.50671
H 1.33659 2.76011 0.68532
```

Calculated values
- Charge: 0
- Gap between HOMO and LUMO (alpha / beta): 0.2982 / 0.2982 Ha
- Energy relative to the best compared isomer or geometry (same formula, charge and spin): 111.2 kcal per mole
- Molar mass: 94.12 g mol⁻¹